A 7-piece molecular cluster, C21H16FO17 overall in a non-equilibrium geometry. Source: the Open Molecules 2025 dataset; level of theory: ωB97M-V with the def2-TZVPD basis set.

Cartesian coordinates (Å):
O -0.99 -1.23 -1.40
H -1.08 -1.72 -0.57
H -1.72 -0.64 -1.59
H -0.20 -0.70 -1.33
O -1.00 4.85 -1.49
H -0.14 4.51 -1.73
H -1.30 5.67 -1.89
H -1.59 4.11 -1.60
C -7.03 -2.38 -0.81
C -6.49 -3.58 -0.48
C -5.67 -4.41 -1.49
O -5.44 -5.65 -1.30
C -5.29 -3.91 -2.70
C -5.70 -2.63 -3.13
C -6.78 -1.87 -2.13
O -7.15 -0.77 -2.51
O -5.32 -2.06 -4.14
O -6.51 -3.83 0.82
H -7.67 -1.91 -0.07
H -4.72 -4.58 -3.32
C 0.51 -0.37 5.59
C 0.24 -1.44 4.78
C -0.77 -1.58 3.64
O -1.03 -2.59 2.94
C -1.63 -0.49 3.47
C -1.56 0.67 4.34
C -0.35 0.81 5.46
O -0.32 1.93 6.06
O -2.35 1.65 4.24
O 1.15 -2.39 5.07
H 1.33 -0.32 6.30
H -2.46 -0.38 2.78
C 3.57 4.49 0.05
C 4.03 5.24 1.04
C 4.48 4.54 2.36
O 4.76 5.03 3.51
C 4.61 3.16 2.44
C 4.07 2.37 1.45
C 3.43 3.08 0.09
O 2.71 2.35 -0.65
O 4.13 1.18 1.45
O 4.08 6.52 0.71
H 3.22 4.89 -0.89
H 4.87 2.48 3.24
F -3.41 1.89 -1.97
C 4.19 -1.71 -4.29
C 5.32 -1.55 -3.39
O 5.09 -2.55 -2.53
C 3.77 -2.88 -2.66
O 3.14 -3.57 -1.87
O 3.24 -2.39 -3.73
H 4.50 -2.30 -5.16
H 3.65 -0.76 -4.31
H 5.30 -0.61 -2.84
H 6.28 -1.74 -3.87

Values from the calculation:
LUMO energy   6.51 eV
Maximum force   6.64 eV Å⁻¹
Orbital gap   1.60 eV
Charge   -5